Density functional theory data (the ωB97M-V functional and the def2-TZVPD basis) for 11 unconnected molecules or ions with the total composition C43H54N8O15 at a distorted geometry.

```
120
Properties=species:S:1:pos:R:3:forces:R:3:mulliken_charge:R:1
C 3.61970 0.32878 -5.24789 -2.438 -0.264 0.177 0.66
O 3.79910 1.34937 -4.58223 0.748 -0.943 -0.536 -0.78
N 3.24977 -0.87580 -4.68764 0.856 0.836 -0.359 -0.27
N 3.45655 0.37420 -6.62207 1.174 0.729 1.347 -0.45
H 3.22771 -0.96285 -3.68886 -0.046 -0.127 0.005 0.13
H 3.12931 -1.68900 -5.25851 0.002 -0.138 0.086 0.15
H 3.63089 1.31069 -6.94079 -0.218 -0.164 -0.692 0.24
H 3.04357 -0.35655 -7.16058 -0.043 0.012 -0.196 0.19
C 2.03204 4.31255 -3.04126 -0.929 -0.643 -1.383 0.41
O 2.19605 4.79253 -4.16232 0.323 0.164 0.956 -0.70
N 2.55285 3.09656 -2.67810 0.262 0.644 -0.069 -0.31
N 1.16414 4.85757 -2.12596 0.481 -0.341 0.054 -0.21
H 3.08456 2.58868 -3.37852 -0.174 0.002 0.108 0.36
H 2.15099 2.59522 -1.91175 0.060 -0.060 0.095 0.21
H 0.96323 4.34491 -1.28882 -0.081 0.346 0.235 0.10
H 0.73618 5.73992 -2.31882 -0.035 0.041 -0.030 0.18
C 3.19467 0.38159 6.02297 -0.207 1.648 0.814 0.41
O 4.27243 0.63940 6.53141 -0.160 -0.408 -0.334 -0.66
N 2.07809 0.04865 6.77113 0.005 -0.357 -0.521 -0.18
N 2.89778 0.67265 4.71270 0.069 -0.635 0.021 0.04
H 2.16470 0.04701 7.76945 0.296 -0.263 0.021 0.21
H 1.35630 -0.51409 6.34803 -0.117 0.100 0.139 0.07
H 1.98751 0.48359 4.33733 0.024 -0.026 -0.214 -0.29
H 3.57745 1.15534 4.15790 0.167 -0.198 -0.042 0.21
C 0.76275 -1.99524 -0.27650 0.174 -0.525 -0.149 -0.69
C 0.56750 -1.29571 0.90061 0.087 0.740 0.719 -0.60
C 0.94137 0.03575 0.98906 0.583 0.276 -0.400 -0.59
C 1.56998 0.65084 -0.08740 -0.708 -0.111 -0.109 -0.28
C 1.71891 -0.04430 -1.26853 -0.123 0.383 -0.654 0.10
C 1.32508 -1.36826 -1.38594 0.116 -0.039 0.636 0.76
O 1.56993 -1.97972 -2.57615 -0.050 -0.261 -0.339 -0.36
O 0.75912 0.74513 2.14295 -0.099 -0.242 0.410 0.68
H 0.53468 -3.05459 -0.31488 -0.124 0.043 -0.035 0.50
H 0.17187 -1.69903 1.82667 -0.184 -0.465 -0.316 0.74
H 1.82478 1.70187 -0.01796 0.189 0.010 0.041 0.52
H 2.06071 0.46787 -2.16292 0.268 -0.118 0.064 -0.15
H 1.40769 -2.94668 -2.56038 -0.198 0.342 0.270 0.39
H 0.66887 1.67833 1.90096 -0.335 -0.014 0.068 -0.76
C -4.11233 -0.97280 0.18288 -0.538 -0.812 -0.219 -0.61
C -3.95567 0.38562 -0.06738 0.257 -0.821 0.574 -0.35
C -3.22860 1.12728 0.86076 0.238 0.531 -0.703 -0.09
C -2.67541 0.53293 1.98213 -0.473 -0.073 0.537 -0.03
C -2.97473 -0.78934 2.28362 0.084 0.373 -0.589 -0.33
C -3.69073 -1.55241 1.36207 0.518 0.433 1.468 0.72
O -4.00943 -2.84599 1.67241 -0.316 -0.475 -0.908 -0.58
O -3.00119 2.46984 0.63239 0.132 -0.202 -0.002 -0.68
H -4.62904 -1.65756 -0.48591 -0.136 0.414 -0.152 0.44
H -4.41892 0.80629 -0.94896 0.190 0.242 -0.011 0.56
H -2.09759 1.11836 2.68561 0.042 0.098 -0.177 0.14
H -2.63391 -1.21456 3.22032 0.045 -0.116 -0.061 0.14
H -3.99018 -3.00810 2.61738 0.173 0.218 0.076 0.31
H -3.11155 2.61865 -0.32272 -0.169 0.329 0.077 0.33
C -1.96471 1.47721 -2.84950 0.471 0.250 0.133 -0.31
C -1.29324 0.82796 -3.86550 1.384 3.282 2.175 0.13
C -1.25206 1.41335 -5.12757 0.486 1.937 0.227 0.30
C -1.92647 2.59316 -5.35114 -0.103 1.160 -0.025 -0.93
C -2.64121 3.24959 -4.34472 0.721 -0.529 0.632 -1.15
C -2.53083 2.72887 -3.06909 -2.109 -0.833 -0.027 0.70
O -3.32190 3.22956 -2.03019 0.549 0.072 -0.153 -0.47
O -0.45670 0.86908 -6.07442 0.451 -0.693 -0.327 -0.47
H -2.02474 1.00357 -1.87437 0.105 0.189 0.020 0.47
H -0.72376 -0.06688 -3.65238 0.683 2.609 1.199 0.16
H -1.74854 3.17675 -6.24952 -0.251 -0.471 -0.355 0.23
H -3.25270 4.12993 -4.49870 0.275 0.124 -0.297 0.37
H -3.85005 3.96177 -2.36228 0.007 0.068 0.094 0.23
H -0.25428 1.51059 -6.76225 -0.128 0.017 0.001 0.36
C -2.65147 -4.78420 -2.01231 0.286 0.380 -0.470 -0.47
C -1.36149 -4.27569 -2.13648 -0.649 -0.750 -0.248 -0.33
C -0.32245 -5.16682 -2.34554 0.855 0.756 -0.251 0.73
C -0.51602 -6.52810 -2.37957 -0.922 -0.275 0.234 -1.00
C -1.81558 -7.00975 -2.23180 0.299 -0.249 -0.132 -0.45
C -2.89724 -6.15274 -2.10877 0.282 0.261 1.164 0.26
O -4.11502 -6.71641 -1.84603 -0.082 0.048 -0.296 -0.57
O 0.93723 -4.60946 -2.56448 0.032 -0.153 0.146 -0.40
H -3.41907 -4.02740 -1.91049 -0.401 -0.345 0.161 0.39
H -1.24821 -3.20150 -2.12187 0.414 -0.048 0.068 0.46
H 0.28629 -7.25131 -2.45402 0.170 0.210 -0.122 0.35
H -1.97255 -8.07873 -2.15993 -0.132 0.043 -0.123 0.40
H -4.70131 -6.05532 -1.46473 -0.012 0.032 -0.102 0.30
H 1.62138 -5.28629 -2.56633 -0.104 -0.104 -0.009 0.19
C 0.98873 6.67887 1.42655 0.768 -0.669 -1.064 -0.77
C 0.21742 5.59481 1.05324 0.170 -0.022 0.465 -0.64
C 0.52328 4.32013 1.55996 -1.267 0.922 -0.548 0.14
C 1.72020 4.13197 2.20801 0.191 -0.301 0.900 0.10
C 2.53297 5.21112 2.55482 0.018 -0.237 -0.664 -0.81
C 2.19164 6.46812 2.11387 -0.552 1.208 0.670 0.59
O 2.95592 7.55504 2.49071 0.109 -0.524 -0.211 -0.56
O -0.42570 3.31970 1.51058 0.775 -0.498 -0.165 -0.04
H 0.75422 7.63721 0.97784 0.041 0.159 0.314 0.24
H -0.60924 5.77426 0.37463 -0.281 -0.239 0.281 0.48
H 2.01691 3.15936 2.58832 -0.206 -0.038 -0.042 0.50
H 3.43392 5.04116 3.12549 0.055 0.112 -0.021 0.47
H 2.80530 8.26285 1.85710 -0.005 0.081 0.084 0.30
H -1.25195 3.54763 1.04827 0.297 -0.075 0.152 0.19
C 0.12382 -5.02321 5.23037 -0.474 0.049 -0.158 -0.58
C -0.29130 -3.73322 5.53223 0.309 0.086 -0.945 -0.67
C 0.36569 -2.67866 4.90073 0.069 0.268 1.657 0.06
C 1.57311 -2.85025 4.25227 -0.780 0.065 -0.696 -0.10
C 2.05122 -4.13915 4.06911 -0.283 0.339 -0.295 -0.67
C 1.29752 -5.21341 4.52177 0.606 -0.180 -0.267 0.87
O 1.67000 -6.49445 4.23338 -0.429 -0.486 0.189 -0.55
O -0.06958 -1.37404 5.13055 0.088 0.026 -0.371 -0.32
H -0.55106 -5.85579 5.38341 0.360 -0.179 0.543 0.39
H -1.12798 -3.53169 6.18769 -0.208 -0.107 -0.166 0.46
H 1.95556 -1.97739 3.73546 0.516 -0.146 0.193 0.33
H 2.89896 -4.30859 3.41620 0.162 -0.028 0.208 0.26
H 2.56112 -6.55913 3.88265 0.052 0.312 -0.037 0.30
H -1.03107 -1.36157 5.15635 0.017 -0.005 0.079 0.18
C -0.24002 2.14960 4.89226 0.726 -0.125 1.268 1.03
C 0.03102 3.17952 5.89967 0.252 -0.070 -0.054 0.05
N 0.25423 3.98540 6.68550 -0.080 0.019 -0.007 -0.51
H -1.04806 2.52015 4.27426 0.014 -0.527 -0.403 0.28
H -0.38566 1.21068 5.43404 -0.922 0.138 -0.060 0.01
H 0.69057 1.87191 4.40844 -0.104 0.772 -0.695 -0.75
C -1.51759 -1.31447 -4.40903 -0.714 -3.803 -1.277 -0.32
C -2.02909 -2.41344 -5.22621 0.617 0.381 -0.077 0.13
N -2.45572 -3.24181 -5.88711 -0.343 -0.610 -0.408 -0.57
H -1.93570 -1.52507 -3.42387 -0.115 0.712 0.105 0.02
H -1.71621 -0.31875 -4.79775 -1.671 -2.709 -1.012 0.44
H -0.43027 -1.30160 -4.29868 -0.015 -1.174 -0.578 0.61
```
Positions in Å, forces in eV/Å.

As for the SMILES: Oc1ccc(O)cc1.Oc1ccc(O)cc1.Oc1ccc(O)cc1.Oc1ccc(O)cc1.Oc1ccc(O)cc1.Oc1ccc(O)cc1.NC(N)=O.NC(N)=O.NC(N)=O.CC#N.CC#N. The LUMO energy comes out at 0.0 eV. The orbital gap is 8.3958 eV. The value obtained for the calculated total energy is -88098.6767 eV. For the highest occupied orbital energy, the calculation gives -8.432 eV.